AgH12O10P | ωB97M-V/def2-TZVPD

XYZ file:
```
24
Properties=species:S:1:pos:R:3:forces:R:3:mulliken_charge:R:1
Ag -0.282083 -0.057167 -0.121792 -4.1 -4.9 1.7 0.382
P 1.294917 1.900833 -1.071792 5.5 4.4 0.3 -1.896
O 0.041917 2.037833 -0.303792 -10.5 11.4 6.2 -0.194
O 1.610917 0.412833 -1.164792 10.1 -8.1 -4.7 -0.002
O 1.430917 1.134833 0.359208 8.5 0.8 9.5 -0.336
O 0.246917 1.230833 -1.871792 -7.2 -0.5 -14.8 -0.177
O -1.556083 -1.787167 0.892208 -0.6 -1.0 1.0 -0.354
H -2.256083 -2.097167 0.324208 -0.2 0.0 -0.9 0.241
H -1.925083 -2.015167 1.762208 0.5 0.6 -0.1 0.232
O -2.094083 1.488833 0.620208 -1.7 -0.6 1.1 -0.636
H -1.252083 1.696833 0.105208 -0.1 1.4 0.1 0.547
H -2.840083 1.967833 0.276208 -0.1 0.4 -0.4 0.160
O -1.788083 0.012833 -2.346792 -2.4 -0.1 0.0 -0.752
H -0.973083 0.522833 -2.137792 1.2 0.2 -0.8 0.514
H -2.399083 0.674833 -1.970792 -0.1 -0.7 -0.2 0.241
O 0.346917 0.306833 2.327208 -1.0 0.0 1.4 -0.663
H 0.885917 0.642833 1.536208 -0.1 0.7 0.8 0.437
H 0.724917 -0.536167 2.540208 0.4 -0.4 0.3 0.224
O 2.525917 -0.971167 1.224208 2.3 -0.6 0.7 -0.743
H 1.741917 -1.471167 1.266208 -1.4 -1.1 -0.2 0.240
H 2.226917 -0.135167 0.795208 0.4 0.6 -0.3 0.423
O 1.077917 -1.857167 -1.157792 0.4 -2.4 0.2 -0.688
H 1.914917 -2.224167 -0.827792 -0.4 0.0 -0.1 0.248
H 1.294917 -0.879167 -1.053792 0.4 -0.2 -1.1 0.551
```
Forces are in eV/Å.

Results
ΔE to the lowest compared entry with this formula, charge and spin, kcal/mol: 19.89
Kohn-Sham gap, Ha: 0.142
LUMO level, hartree: 0.1947
Charge: -2
HOMO, eV: 1.43

***

C5H10O | ωB97M-V/def2-TZVPD

XYZ file:
```
16
Properties=species:S:1:pos:R:3:forces:R:3:mulliken_charge:R:1
C -1.805537 -1.595003 -0.841489 0.0 -0.1 -0.1 -1.164
C -0.980200 -0.879507 0.217327 0.0 0.0 0.0 -0.355
C 0.560811 1.170682 0.547058 0.0 0.0 0.0 -0.275
C 2.075821 1.339660 0.449826 0.1 0.0 0.0 -1.143
C 0.049829 0.070778 -0.365954 0.1 0.0 -0.2 0.463
O 0.472782 -0.052506 -1.496762 -0.2 0.1 0.4 -0.576
H -1.155032 -1.952882 -1.643683 -0.1 0.0 0.1 0.294
H -2.347751 -2.443889 -0.414974 0.1 0.1 -0.1 0.348
H -2.536284 -0.911355 -1.286387 0.1 -0.1 0.0 0.311
H -1.610080 -0.342197 0.937531 0.1 0.0 -0.1 0.327
H -0.399234 -1.598278 0.816718 -0.1 0.1 -0.1 0.271
H 0.244596 0.984131 1.579803 0.1 0.0 -0.2 0.308
H 2.578038 0.375107 0.580553 -0.1 0.1 0.0 0.326
H 2.362344 1.727758 -0.530057 0.0 -0.1 0.1 0.268
H 2.443579 2.019827 1.223544 -0.1 0.0 -0.1 0.350
H 0.046317 2.087674 0.226948 0.1 -0.1 0.1 0.246
```
Forces are in eV/Å.

Results
SMILES string: CCC(=O)CC
ΔE to the lowest compared entry with this formula, charge and spin, kcal/mol: 1.66
Kohn-Sham gap, Ha: 0.388
LUMO level, hartree: 0.0373
Charge: 0
HOMO, eV: -9.53

***

C30H33IN3O8PSW | ωB97M-V/def2-TZVPD

XYZ file:
```
78
Properties=species:S:1:pos:R:3:forces:R:3:mulliken_charge:R:1
W 11.349335 11.867582 14.115558 -0.1 0.7 0.6 2.102
O 14.222177 14.826521 13.529429 0.3 0.6 -0.7 -0.708
C 13.575065 13.876927 13.859540 -0.4 -0.9 1.2 0.284
O 12.624210 13.253045 13.225116 -0.5 -0.3 0.1 -0.791
C 13.804679 13.270661 15.236389 0.1 -0.3 0.6 1.122
C 14.884650 13.591699 16.065198 0.4 0.6 -2.5 -1.117
C 14.998437 12.950599 17.253048 0.1 -0.2 0.9 -0.345
C 13.920577 12.135298 17.674133 2.5 0.6 1.1 -0.744
C 12.909926 11.862955 16.844687 -1.0 0.3 -1.2 0.306
N 12.897934 12.391875 15.638793 0.3 1.4 -3.0 0.202
C 11.602489 11.229869 17.034027 -1.8 -1.0 1.7 0.131
O 11.214480 10.788364 18.086748 0.6 -0.3 0.8 -0.694
O 10.793788 11.310973 16.023426 0.2 0.1 -1.8 -0.556
H 9.021309 13.468399 12.984670 0.0 -0.6 -0.9 -0.319
H 15.631147 14.248643 15.576160 -0.4 -0.3 0.8 0.490
H 15.916666 13.116686 17.848683 -0.9 -0.3 -0.1 0.427
H 13.995495 11.744712 18.651650 -0.4 -0.6 0.9 0.641
I 9.019340 9.913127 13.957685 0.5 -0.2 0.5 0.190
C 10.545232 8.423851 13.994586 -0.1 0.4 -0.6 -0.026
C 10.085123 7.167536 14.120648 3.5 -2.1 0.0 -0.811
C 11.092842 6.072901 14.083744 -2.0 1.8 0.0 -0.602
C 12.384258 6.339331 13.812504 -0.4 -0.3 0.0 -1.069
C 12.819293 7.671627 13.537566 0.1 -1.0 0.4 1.416
C 14.163667 7.864152 13.151438 0.4 0.6 0.0 -0.746
C 14.636449 9.132439 12.961787 -1.8 1.0 0.4 -1.060
C 13.772118 10.272252 13.256438 0.1 -1.5 0.0 -0.575
C 12.422848 10.119762 13.629663 1.1 -1.1 -0.3 0.825
C 11.925206 8.741914 13.697009 -0.2 1.4 0.2 0.439
H 9.131500 6.789189 14.292345 -1.8 0.3 0.2 0.475
H 10.668587 5.095257 14.246915 0.4 -0.3 0.1 0.395
H 13.056342 5.495121 13.813900 0.5 0.1 -0.2 0.364
H 14.822989 7.000510 13.032301 -0.3 0.2 -0.1 0.340
H 15.601781 9.298235 12.547021 0.8 0.2 0.0 0.487
H 14.228702 11.264489 13.225689 -0.2 -0.3 -0.2 0.374
C 8.608238 14.383253 8.024114 1.4 0.5 -0.1 -1.282
C 8.787598 14.224902 9.491176 0.2 -1.1 -0.7 0.985
C 8.064675 15.004135 10.377926 -0.5 0.5 0.2 -1.159
C 8.092444 14.592315 11.655516 0.2 -0.7 0.6 0.394
N 8.827517 13.499991 11.946134 0.6 0.8 3.3 0.366
C 9.697920 12.872205 11.116070 -0.8 0.4 0.0 0.580
S 10.634988 11.542481 11.610212 0.8 0.6 0.3 -0.336
N 9.627312 13.247939 9.852369 -0.3 0.2 -1.1 -0.551
H 9.550330 14.880799 7.717142 -0.4 -0.4 -0.4 0.291
H 7.791099 15.008939 7.719493 -0.4 0.3 0.1 0.384
H 8.529640 13.414437 7.544417 0.2 -0.1 0.0 0.336
H 7.468674 15.849621 10.106745 -0.2 0.2 -0.4 0.426
H 7.537624 14.985552 12.504903 0.3 0.3 -0.4 0.275
C 6.951770 14.368729 17.555168 -0.8 -0.5 0.9 -1.718
C 7.532892 14.871161 16.245348 -0.5 1.3 0.9 1.818
C 7.033400 13.946555 15.204032 -0.9 0.1 -1.8 -0.901
C 7.112597 16.336223 15.947785 -0.2 -0.6 1.6 -1.793
O 8.948184 14.723325 16.456218 1.3 0.5 -0.7 -0.047
P 10.033842 14.957574 15.231679 -2.2 -0.3 0.3 -0.332
O 9.480934 15.975988 14.309124 0.7 0.1 -0.1 -0.875
O 10.161446 13.580360 14.557218 0.3 0.1 0.0 -0.594
O 11.387488 15.260327 15.990817 0.0 0.2 0.6 0.131
C 11.637153 16.331717 17.010850 0.4 -0.4 1.9 1.434
C 10.822771 17.567648 16.654183 -0.8 -1.7 0.0 -1.574
C 11.209235 15.808517 18.444995 0.5 -0.3 -1.7 -1.216
C 13.190179 16.464116 17.023758 -0.9 0.2 -0.7 -1.525
H 5.854701 14.557889 17.756163 1.1 -0.2 -0.8 0.308
H 7.466065 14.764177 18.435015 0.2 0.1 -0.2 0.374
H 7.133487 13.281270 17.513832 -0.3 0.3 0.5 0.409
H 7.456481 12.979612 15.311153 0.2 -1.1 0.4 0.131
H 7.309938 14.237298 14.190012 0.0 0.3 0.1 -0.399
H 5.929430 13.894416 15.216014 0.5 -0.1 0.1 0.627
H 6.008429 16.340502 15.814318 0.7 0.2 -0.1 0.535
H 7.661418 16.698554 15.100820 -0.1 0.3 -0.4 0.322
H 7.358033 16.952870 16.851186 -0.2 -0.4 -0.8 0.289
H 9.745117 17.270356 16.699974 0.8 0.4 -0.3 0.217
H 11.086329 17.835315 15.662018 0.0 0.6 -1.0 0.388
H 10.937810 18.376573 17.331209 0.5 0.7 0.7 0.493
H 10.144979 15.682632 18.455086 -0.6 -0.3 0.1 0.193
H 11.471550 16.481541 19.257034 0.3 0.2 -0.2 0.413
H 11.713575 14.843954 18.567523 -0.2 0.1 0.3 0.265
H 13.509134 16.595147 15.989053 0.2 0.0 0.0 0.413
H 13.648389 15.547587 17.414934 -0.2 0.3 0.0 0.202
H 13.535127 17.326664 17.604371 -0.3 -0.2 0.0 0.454
```
Forces are in eV/Å.

Results
⟨S²⟩: 2.024
ΔE to the lowest compared entry with this formula, charge and spin, kcal/mol: 10.54
Kohn-Sham gap (alpha / beta), Ha: 0.256 / 0.275
LUMO level (alpha / beta), hartree: -0.0162 / -0.0286
Charge: 0
Spin multiplicity: 3
HOMO (alpha / beta), eV: -7.42 / -8.26